A structure of composition C12H13NPRh in a non-equilibrium geometry. Source: the OMol25 dataset; level of theory: wB97M-V/def2-TZVPD.

Geometry as XYZ:
```
28
Properties=species:S:1:pos:R:3:lowdin_charge:R:1
Rh 0.0764 -0.0884 -0.1210 0.809
P 1.9756 1.0788 -0.5453 0.690
N -0.8367 1.6820 -0.3925 -0.095
C -1.3867 4.9393 0.6449 -0.092
C -1.7855 -2.3442 0.1692 -0.166
C -1.4929 4.1749 -0.5375 -0.288
C -1.7998 4.8161 -1.7550 -0.092
C -1.8382 6.9572 -0.6150 -0.151
C -1.9647 6.2039 -1.7905 -0.122
C 0.5827 -2.8160 0.7834 -0.158
C -1.5525 6.3244 0.5990 -0.125
C -1.2180 2.7820 -0.4962 -0.167
C 1.0820 -1.5691 0.3989 -0.320
C -1.5864 -1.0557 -0.2918 -0.184
C -0.7731 -3.1661 0.7005 -0.120
H -2.4426 -0.5187 -0.7532 0.055
H 1.9690 1.6798 -1.8439 -0.081
H -2.1840 6.6955 -2.7384 0.093
H 1.3009 -3.5431 1.1706 0.103
H 3.2413 0.4185 -0.5513 -0.093
H 2.2227 2.2035 0.3081 -0.078
H -1.0594 -4.1595 1.0555 0.100
H 2.1778 -1.4057 0.4895 0.002
H -1.1542 4.4350 1.5856 0.097
H -1.8885 4.2177 -2.6642 0.098
H -1.9643 8.0411 -0.6479 0.084
H -1.4509 6.9061 1.5184 0.095
H -2.8013 -2.7580 0.1156 0.106
```

Calculated values
Total charge: 0
Frontier orbital gap (alpha / beta) (eV): 4.4 / 4.6
HOMO (alpha / beta) (eV): -3.898 / -7.937
Spin multiplicity: 5
E (a.u.): -971.42016
Energy above the lowest of the compared OMol25 structures with the same formula, charge and spin (kJ/mol): 0.0